# C25H37NO4

A single C25H37NO4 molecule (the ωB97M-V functional and the def2-TZVPD basis, the Open Molecules 2025 dataset).

Its total energy is -1330.54057 a.u. For the relative energy (zero: lowest compared OMol25 entry of this formula, charge and spin), the calculation gives 2.00 kcal/mol. As for the frontier orbital gap: 0.343 Ha. The LUMO energy comes out at 0.7 eV. The HOMO energy comes out at -0.318 hartree.

XYZ file:
```
67
Properties=species:S:1:pos:R:3:lowdin_charge:R:1
C 7.094 1.065 -2.831 -0.0815
C 6.698 -0.338 -2.385 -0.2281
N 6.633 -0.437 -0.944 0.0627
C 5.490 -0.639 -0.264 -0.4778
O 4.422 -0.834 -0.822 0.0481
C 5.642 -0.586 1.242 -0.0994
C 5.778 0.867 1.718 -0.1933
C 4.527 1.686 1.386 -0.1950
C 3.320 1.133 2.079 -0.1221
C 2.135 0.867 1.549 -0.0976
C 1.715 1.092 0.128 -0.1292
C 0.636 0.129 -0.382 -0.1997
C -0.650 0.098 0.482 -0.2170
C -1.827 0.570 -0.307 -0.0607
C -2.496 1.684 -0.062 -0.0481
C -3.663 2.185 -0.873 -0.3842
O -4.061 1.298 -1.891 -0.0238
C -4.839 2.587 0.042 -0.1379
C -5.238 1.504 1.056 -0.1452
C -5.731 0.246 0.399 -0.2494
C -4.978 -0.923 0.447 -0.0539
C -5.421 -2.075 -0.180 -0.0770
C -6.626 -2.075 -0.861 -0.0921
C -7.389 -0.920 -0.904 -0.0796
C -6.946 0.230 -0.277 -0.0414
C -0.809 -1.381 0.920 -0.3331
O -0.183 -1.633 2.149 -0.0154
C -0.144 -2.161 -0.214 -0.0612
C 1.119 -1.343 -0.493 -0.3171
O 2.098 -1.684 0.463 -0.0450
H 7.119 1.116 -3.915 0.0714
H 6.375 1.794 -2.465 0.0736
H 8.079 1.326 -2.449 0.0691
H 5.704 -0.593 -2.759 0.1151
H 7.418 -1.071 -2.764 0.1173
H 7.481 -0.248 -0.433 0.1439
H 4.753 -1.028 1.694 0.1185
H 6.519 -1.161 1.543 0.1196
H 5.934 0.867 2.799 0.1130
H 6.652 1.332 1.253 0.1051
H 4.687 2.717 1.719 0.1175
H 4.377 1.708 0.307 0.1003
H 3.469 0.943 3.135 0.1103
H 1.370 0.481 2.206 0.0999
H 1.319 2.110 0.042 0.1297
H 2.577 1.018 -0.539 0.1038
H 0.363 0.459 -1.390 0.1459
H -0.549 0.726 1.370 0.1398
H -2.111 -0.051 -1.147 0.1263
H -2.212 2.331 0.758 0.1229
H -3.340 3.087 -1.413 0.1480
H -4.389 0.491 -1.474 0.0670
H -4.558 3.490 0.588 0.1143
H -5.691 2.826 -0.596 0.1146
H -6.030 1.911 1.690 0.1194
H -4.380 1.272 1.690 0.1108
H -4.039 -0.925 0.981 0.0978
H -4.824 -2.974 -0.133 0.1035
H -6.973 -2.973 -1.350 0.0998
H -8.335 -0.917 -1.426 0.1022
H -7.550 1.126 -0.309 0.1161
H -1.862 -1.648 1.058 0.1344
H 0.770 -1.669 1.963 0.0738
H -0.784 -2.185 -1.095 0.1235
H 0.100 -3.179 0.087 0.1281
H 1.513 -1.539 -1.499 0.1506
H 2.954 -1.358 0.129 0.0485
```

# C25H38BrCaCl2NO11P2S2

A molecular structure, C25H38BrCaCl2NO11P2S2 in a non-equilibrium geometry (the ωB97M-V functional and the def2-TZVPD basis, the Open Molecules 2025 dataset).

Its total energy is -7508.72655 a.u. As for the frontier orbital gap: 0.058 Ha. The LUMO energy comes out at -4.1 eV. The HOMO energy comes out at -0.209 hartree.

XYZ file:
```
83
Properties=species:S:1:pos:R:3:lowdin_charge:R:1
O 4.303 0.988 0.752 -0.0688
C 5.175 0.713 -0.355 -0.2049
C 4.416 1.135 -1.649 -0.1454
C 3.157 1.976 -1.384 -0.2377
C 3.352 3.341 -1.159 -0.0330
C 2.232 4.142 -0.910 -0.2599
P 2.406 5.925 -0.553 0.2645
O 1.213 6.281 0.519 -0.2119
O 2.202 6.859 -1.861 -0.2044
S 4.065 6.265 0.376 0.3109
C 0.929 3.590 -0.924 0.0049
C 0.708 2.238 -1.146 -0.2486
C 1.862 1.445 -1.358 -0.3532
S 1.506 -0.313 -1.584 0.7483
C 0.173 -0.580 -0.369 -0.3553
C 0.041 -1.708 0.462 -0.0422
C -1.034 -1.694 1.355 -0.0799
C -1.953 -0.657 1.418 -0.4206
P -3.363 -0.683 2.617 0.5907
O -4.580 0.287 2.034 -0.3612
Cl -2.605 0.400 4.259 0.1703
C -1.816 0.465 0.568 -0.0125
C -0.738 0.501 -0.307 -0.2535
N -0.610 1.666 -1.163 0.0544
H 4.864 0.876 1.534 0.1019
H 5.382 -0.369 -0.387 0.1190
H 6.071 1.347 -0.256 0.1268
H 5.047 1.729 -2.334 0.1260
H 4.098 0.253 -2.253 -0.0082
H 4.360 3.762 -1.173 0.1121
H 0.373 6.155 0.041 0.0628
H 1.311 6.704 -2.222 0.0843
H 0.063 4.233 -0.733 0.1173
H 0.762 -2.535 0.437 0.0859
H -1.110 -2.562 2.023 0.1254
H -4.913 0.765 2.812 0.0348
H -2.557 1.267 0.623 0.1208
H -0.770 1.369 -2.130 0.1333
C 0.080 8.920 2.673 -0.0299
O -1.237 9.243 3.132 0.0096
C -2.119 8.257 3.000 -0.6217
O -1.900 7.164 2.540 0.1101
O -3.296 8.687 3.464 0.0042
C -4.345 7.723 3.383 -0.0469
H 0.706 9.794 2.828 0.0983
H 0.493 8.090 3.244 0.1012
H 0.068 8.684 1.610 0.0867
H -4.107 6.843 3.980 0.0967
H -4.532 7.444 2.347 0.0953
H -5.242 8.187 3.787 0.0927
Ca 2.471 -1.108 -3.655 1.0812
Cl 4.005 8.874 -0.104 -0.3252
C 0.457 -8.275 -0.597 -0.3268
C 1.716 -8.545 -1.434 -0.2164
O 2.507 -7.382 -1.712 -0.0472
C 3.271 -6.964 -0.711 -0.7083
O 3.370 -7.472 0.375 0.1054
O 3.919 -5.856 -1.113 -0.0414
C 4.706 -5.258 -0.091 -0.0657
H -0.185 -7.478 -1.052 -0.0943
H -0.122 -9.208 -0.514 0.0791
H 0.702 -7.945 0.402 -0.0148
H 1.414 -8.929 -2.409 0.1158
H 2.343 -9.303 -0.961 0.1177
H 5.391 -5.978 0.355 0.0936
H 4.058 -4.825 0.673 0.0941
H 5.289 -4.461 -0.552 0.0791
C -4.555 -5.776 -1.326 -0.0784
C -3.444 -4.843 -0.875 -0.2827
O -3.199 -3.775 -1.776 -0.1702
C -4.267 -2.876 -2.000 -0.2840
C -4.716 -2.140 -0.749 -0.0775
H -4.381 -6.113 -2.349 0.0810
H -4.610 -6.645 -0.670 0.0774
H -5.530 -5.281 -1.307 0.0628
H -2.511 -5.404 -0.813 0.0637
H -3.642 -4.456 0.132 0.1087
H -5.110 -3.390 -2.474 0.1075
H -3.898 -2.148 -2.725 0.1116
H -5.187 -2.815 -0.031 0.0732
H -5.441 -1.365 -1.001 0.0802
H -3.861 -1.679 -0.251 0.0454
Br 0.450 -5.790 -0.294 0.1658
```

# C25H38CoN2OP2Sb

A molecular structure, C25H38CoN2OP2Sb (the ωB97M-V functional and the def2-TZVPD basis, the Open Molecules 2025 dataset).

As for the spin multiplicity: 2. Its total energy is -3465.76776 a.u. For the relative energy (zero: lowest compared OMol25 entry of this formula, charge and spin), the calculation gives 1.68 kcal/mol. As for the frontier orbital gap (alpha / beta): 0.282 / 0.288 Ha. The net charge is +1. The LUMO energy (alpha / beta) comes out at -2.4 / -2.2 eV. The HOMO energy (alpha / beta) comes out at -0.369 / -0.368 hartree.

XYZ file:
```
70
Properties=species:S:1:pos:R:3:lowdin_charge:R:1
Co -0.251 0.373 -0.479 -0.0110
O -1.263 1.286 0.781 -0.2942
C -1.898 0.866 1.858 -0.3694
C -2.846 1.731 2.432 -0.0145
C -3.524 1.395 3.582 -0.0673
C -3.295 0.168 4.211 -0.0850
C -2.374 -0.690 3.657 -0.0376
C -1.660 -0.366 2.493 -0.1056
C -0.719 -1.337 1.930 -0.2696
N -0.106 -1.279 0.756 0.0387
C 0.598 -2.466 0.617 -0.1291
C 0.432 -3.228 1.720 -0.0569
N -0.404 -2.504 2.540 0.1289
H -3.018 2.678 1.934 0.1203
H -4.248 2.086 3.996 0.1104
H -3.831 -0.105 5.108 0.1050
H -2.220 -1.649 4.141 0.1034
H 1.166 -2.695 -0.266 0.0843
H 0.814 -4.196 1.993 0.1209
H -0.708 -2.779 3.456 0.1487
C 2.655 -0.892 -1.924 -0.2222
P 0.928 -0.417 -2.192 0.8168
C 1.020 0.578 -3.707 -0.2130
C 0.047 -1.933 -2.689 -0.3733
C 0.656 -3.027 -3.295 -0.0730
C -0.090 -4.159 -3.595 -0.0545
C -1.447 -4.197 -3.301 -0.0529
C -2.062 -3.101 -2.710 -0.0653
C -1.320 -1.968 -2.395 -0.3544
P -2.024 -0.489 -1.584 0.8981
C -2.969 0.333 -2.896 -0.2122
C -3.313 -1.097 -0.470 -0.2085
H 3.093 -1.337 -2.818 0.0547
H 2.742 -1.583 -1.088 0.0409
H 3.217 0.007 -1.672 0.0165
H 1.414 -0.038 -4.515 0.0599
H 1.675 1.436 -3.553 0.0533
H 0.034 0.945 -3.984 0.0345
H 1.714 -3.012 -3.526 0.1047
H 0.390 -5.013 -4.056 0.1135
H -2.027 -5.082 -3.531 0.1138
H -3.121 -3.145 -2.485 0.1078
H -3.655 -0.385 -3.346 0.0565
H -2.309 0.725 -3.668 0.0357
H -3.539 1.162 -2.475 0.0583
H -4.123 -1.572 -1.024 0.0538
H -3.715 -0.253 0.091 0.0571
H -2.884 -1.804 0.238 0.0531
C 4.489 2.211 -0.297 -0.1878
C 3.358 3.022 0.332 -0.4198
Sb 1.540 1.972 0.721 1.5030
C 2.045 1.067 2.583 -0.3984
C 2.885 -0.204 2.488 -0.1703
C 0.459 3.621 1.501 -0.4132
C -0.215 4.465 0.424 -0.1822
H 5.389 2.816 -0.418 0.0743
H 4.218 1.849 -1.290 0.0450
H 4.763 1.347 0.310 0.0553
H 3.094 3.873 -0.299 0.0504
H 3.644 3.421 1.308 0.0563
H 1.091 0.878 3.083 0.0489
H 2.560 1.843 3.153 0.0599
H 2.387 -0.972 1.895 0.0348
H 3.076 -0.627 3.476 0.0750
H 3.859 -0.014 2.031 0.0559
H 1.179 4.201 2.083 0.0619
H -0.273 3.202 2.189 0.0428
H 0.508 4.893 -0.275 0.0613
H -0.765 5.299 0.863 0.0732
H -0.925 3.866 -0.149 0.0537
```